11
Properties=species:S:1:pos:R:3:forces:R:3:mulliken_charge:R:1 method="wB97M-V/def2-TZVPD" de_lowest_ev=9.158 homo_lumo_gap_ev=2.085 homo_ev=-8.70 max_force_ha_per_bohr=0.1004
Pb -4.68097 2.07384 1.29197 0.41 -0.21 -0.11 1.03
Cl 2.03677 3.07815 -0.86203 -0.93 1.49 0.30 1.64
O 1.68418 3.03892 -2.19828 -1.20 -0.82 -4.95 -0.53
O 2.47962 4.43190 -0.71029 0.69 0.13 1.83 -0.56
O 0.80728 2.80114 -0.18069 -1.19 0.32 1.69 -0.56
O 2.94143 2.07300 -0.56906 2.39 -1.14 1.21 -0.54
Cl -1.01477 -3.61011 0.63160 1.20 1.18 1.60 1.54
O -0.19926 -3.58964 1.88623 -0.77 -1.87 -2.67 -0.51
O -2.04918 -2.69967 0.93165 -4.31 1.54 1.54 -0.53
O -0.41249 -2.74547 -0.37077 1.82 -1.65 -1.24 -0.46
O -1.59258 -4.85205 0.14964 1.88 1.03 0.81 -0.51

=====

14
Properties=species:S:1:pos:R:3:forces:R:3:mulliken_charge:R:1 method="wB97M-V/def2-TZVPD" de_lowest_ev=5.988 homo_lumo_gap_ev=1.754 total_charge=+2 homo_ev=-11.83 max_force_ha_per_bohr=0.0936
O 3.61030 2.73651 3.11659 -0.07 2.81 0.80 -0.41
V 3.62016 4.23743 3.64016 0.67 -3.69 0.68 1.82
O 3.20449 5.11244 2.48610 -0.51 0.83 -1.33 -0.42
O -3.17917 -4.69752 -3.60884 -1.73 1.88 1.90 -0.39
V -3.78687 -3.82403 -2.43052 3.70 -2.74 -0.72 1.76
O -2.63724 -3.92630 -1.37405 -1.94 0.63 -1.08 -0.37
O -0.29111 2.56323 -3.12626 -2.71 2.62 1.10 -0.49
V -1.38106 3.54012 -2.42964 1.26 -0.47 -2.21 1.76
O -2.00702 4.63654 -3.39031 1.43 -2.11 1.11 -0.47
O 0.26949 -0.92633 -0.32335 0.80 -0.42 1.30 -0.68
V 0.87025 -1.62414 0.97034 2.82 0.06 1.60 1.69
O 2.27416 -0.91560 1.48757 -4.14 -1.61 -1.86 -0.61
Cl 1.23789 -5.26719 1.05033 -0.29 1.98 -0.24 -0.57
Cl -1.80422 -1.64514 3.93184 0.71 0.24 -1.04 -0.61

=====

8
Properties=species:S:1:pos:R:3:forces:R:3:mulliken_charge:R:1 method="wB97M-V/def2-TZVPD" de_lowest_ev=1.179 homo_lumo_gap_ev=8.943 homo_ev=-9.85 max_force_ha_per_bohr=0.0362
Si 1.59031 -0.76395 -0.52297 1.35 -1.04 -0.75 0.55
Si -2.46607 0.87065 1.31560 0.17 -0.65 0.08 0.37
Cl -3.00859 0.13959 -0.55943 0.00 -0.11 -0.07 -0.19
Cl -2.95886 2.83084 1.07223 -0.15 0.75 -0.01 -0.17
Cl 2.51791 -0.82124 1.30575 0.29 -0.24 0.30 -0.25
H 2.47724 0.15633 -1.34445 -0.70 -0.54 0.19 -0.08
H 1.51048 -2.21942 -1.12858 -0.02 1.55 0.57 -0.07
H 0.33757 -0.19280 -0.13815 -0.93 0.28 -0.30 -0.15

=====

13
Properties=species:S:1:pos:R:3:forces:R:3:mulliken_charge:R:1 method="wB97M-V/def2-TZVPD" de_lowest_ev=2.655 homo_lumo_gap_ev="6.620 / 7.546" homo_ev="-10.32 / -9.85" max_force_ha_per_bohr=0.0675
N 0.51591 -0.17344 -1.36414 0.63 0.19 0.73 -0.23
N 0.19733 -0.00662 1.28972 -0.88 0.13 -0.23 -0.38
N -1.25176 1.96693 0.77113 0.48 0.99 -0.21 -0.39
O 1.97444 1.75239 -0.56813 -0.43 0.53 0.29 -0.45
O -2.00399 0.20208 2.48931 -0.84 0.08 0.43 -0.51
O -0.16918 -2.15372 0.14411 -0.14 -2.20 1.09 -0.32
P 0.71482 -0.94365 0.07595 0.40 3.26 1.12 0.65
S 0.66513 1.39050 -1.06646 1.24 -1.30 0.72 0.85
S -1.32588 0.55052 1.30209 2.63 -1.42 -0.65 0.94
Cl 2.63306 -1.34054 0.52121 -0.77 -0.11 -0.43 -0.17
Cl 0.50419 2.10059 -2.85163 -0.53 0.92 -1.73 -0.13
Cl -2.19571 -0.48471 -0.28430 -1.80 0.09 0.15 -0.20
H -0.25837 -2.86034 -0.45888 0.01 -1.17 -1.28 0.34